Entry 1
DFT (wB97M-V/def2-TZVPD) results for a 8-piece molecular cluster, C24H48O24 overall.

Each line ends with the Löwdin charge.
Element x y z (Å)
C1 6.3243 1.2439 0.2723  -0.023
O1 5.1667 2.0615 0.1276  -0.020
C2 3.9807 1.4641 0.1631  -0.609
O2 3.8120 0.2969 0.3687  0.132
O3 3.0138 2.2485 -0.3085  -0.022
C3 3.2587 3.6148 -0.7125  -0.013
H1 6.1250 0.3968 0.9270  0.093
H2 7.0863 1.8851 0.7049  0.095
H3 6.6350 0.8394 -0.6906  0.101
H4 2.2546 4.0161 -0.8208  0.067
H5 3.7228 3.7191 -1.6947  0.097
H6 3.9011 4.0532 0.0449  0.097
C4 0.3922 -0.0568 -0.5276  0.003
O4 -0.7211 -0.9195 -0.2483  -0.001
C5 -0.4724 -2.1853 -0.0280  -0.619
O5 0.5270 -2.8082 -0.2802  0.141
O6 -1.5542 -2.6192 0.6340  -0.024
C6 -1.5075 -3.8407 1.3322  -0.043
H7 1.0250 -0.3825 -1.3491  0.102
H8 0.9697 -0.1009 0.3976  0.098
H9 0.0721 0.9716 -0.6582  0.076
H10 -2.4928 -4.2737 1.4756  0.091
H11 -1.0634 -3.6560 2.3147  0.092
H12 -0.8526 -4.5937 0.8917  0.098
C7 -1.3383 3.6842 -2.6904  -0.055
O7 -1.7907 4.8095 -1.9555  0.021
C8 -0.8204 5.5250 -1.3677  -0.624
O8 0.3621 5.3256 -1.4537  0.115
O9 -1.4176 6.4279 -0.6220  0.011
C9 -0.6396 7.3803 0.0710  -0.040
H13 -0.9890 2.8585 -2.0672  0.082
H14 -0.6723 3.9195 -3.5172  0.097
H15 -2.2324 3.2363 -3.1327  0.087
H16 -1.2771 8.0089 0.6845  0.095
H17 -0.1035 8.0308 -0.6227  0.100
H18 0.0965 6.8850 0.7062  0.097
C10 1.6018 1.9259 -3.6860  -0.044
O10 1.7474 0.7355 -4.4253  0.036
C11 1.5089 0.8447 -5.7227  -0.624
O11 1.1458 1.8186 -6.3248  0.121
O12 1.6076 -0.3820 -6.2402  0.003
C12 1.5712 -0.5119 -7.6510  -0.045
H19 1.9995 1.7647 -2.6866  0.083
H20 0.5538 2.1848 -3.4716  0.066
H21 1.9054 2.8672 -4.1455  0.106
H22 1.1745 -1.4979 -7.8762  0.094
H23 2.5704 -0.3839 -8.0648  0.098
H24 0.9134 0.2099 -8.1361  0.091
C13 -2.3311 -3.4240 5.1077  -0.060
O13 -2.9095 -4.6763 4.9763  0.009
C14 -3.9451 -4.8854 4.1657  -0.610
O14 -4.4850 -4.0380 3.4963  0.123
O15 -4.2227 -6.1722 4.3036  0.026
C15 -5.5243 -6.5422 3.8921  -0.055
H25 -2.5680 -2.7559 4.2817  0.068
H26 -1.2427 -3.5666 5.1157  0.099
H27 -2.4877 -2.9680 6.0899  0.102
H28 -5.7580 -6.5844 2.8254  0.097
H29 -6.2694 -5.8079 4.2217  0.098
H30 -5.8013 -7.4842 4.3560  0.095
C16 -2.3971 1.1310 -5.8056  -0.028
O16 -3.0774 -0.0274 -5.3228  0.013
C17 -2.8997 -0.2409 -4.0088  -0.609
O17 -2.1913 0.4338 -3.3115  0.123
O18 -3.5743 -1.3268 -3.6908  0.027
C18 -3.2861 -1.9061 -2.4249  -0.029
H31 -2.4666 2.0229 -5.1882  0.083
H32 -2.8090 1.4103 -6.7736  0.097
H33 -1.3613 0.8287 -5.9501  0.086
H34 -3.0305 -1.1360 -1.6970  0.086
H35 -2.4183 -2.5679 -2.4690  0.102
H36 -4.1221 -2.4978 -2.0662  0.097
C19 -0.6649 3.0088 1.2236  -0.049
O19 -1.7478 2.1246 1.1055  0.012
C20 -1.7842 1.0347 1.8663  -0.640
O20 -0.9144 0.6944 2.6187  0.127
O21 -2.9469 0.4419 1.6866  0.007
C21 -3.3297 -0.6862 2.5119  -0.003
H37 0.0249 3.1129 0.3849  0.076
H38 -0.0770 2.8214 2.1248  0.102
H39 -1.1153 3.9949 1.3714  0.098
H40 -3.4306 -0.3357 3.5365  0.102
H41 -2.6919 -1.5568 2.4186  0.060
H42 -4.2935 -0.8828 2.0513  0.104
C22 2.8973 -2.4405 2.4654  -0.027
O22 3.6115 -3.0442 3.5392  0.007
C23 4.0129 -2.2689 4.5375  -0.628
O23 4.0197 -1.0740 4.5830  0.136
O24 4.3845 -3.0819 5.5236  0.008
C24 4.8676 -2.4648 6.6945  -0.064
H43 2.3821 -1.5417 2.8183  0.096
H44 2.2052 -3.1736 2.0678  0.087
H45 3.5800 -2.0322 1.7181  0.089
H46 4.2506 -1.6544 7.0800  0.095
H47 5.8561 -2.0112 6.5735  0.096
H48 5.0021 -3.2453 7.4380  0.092

As for the multiplicity: 1. Its net charge is 0. Its structure (SMILES) is COC(=O)OC.COC(=O)OC.COC(=O)OC.COC(=O)OC.COC(=O)OC.COC(=O)OC.COC(=O)OC.COC(=O)OC. As for the highest occupied orbital energy: -10.528 eV. As for the HOMO-LUMO gap: 11.17 eV. The lowest unoccupied orbital energy is 0.6 eV.

Entry 2
DFT (wB97M-V/def2-TZVPD) results for a 8-piece molecular cluster, C24H48O24 overall.

Each line ends with the Löwdin charge.
Element x y z (Å)
C1 -6.9393 1.5573 -2.9220  -0.084
O1 -6.7357 1.5704 -1.5549  -0.022
C2 -7.3777 2.4410 -0.6812  -0.439
O2 -8.3052 3.2344 -0.9093  0.097
O3 -6.7243 2.3345 0.5578  -0.047
C3 -6.8520 3.3852 1.4865  -0.071
H1 -7.4443 2.4848 -3.1919  0.092
H2 -7.5438 0.7249 -3.2819  0.096
H3 -6.0291 1.5740 -3.5215  0.093
H4 -6.6421 4.3544 1.0340  0.096
H5 -6.0540 3.2177 2.2100  0.093
H6 -7.8369 3.3543 1.9525  0.096
C4 4.4205 -5.6770 -7.1118  -0.008
O4 4.1291 -4.2262 -7.1205  0.007
C5 3.9192 -3.6305 -5.9563  -0.657
O5 3.6972 -4.1986 -4.8602  0.062
O6 4.0365 -2.3861 -6.1311  0.044
C6 3.9685 -1.4753 -4.9810  0.005
H7 3.4932 -6.2497 -7.1298  0.090
H8 5.0037 -6.0670 -6.2776  0.092
H9 4.9737 -5.8776 -8.0293  0.088
H10 4.3607 -1.8852 -4.0503  0.094
H11 2.9517 -1.0987 -4.8704  0.096
H12 4.5791 -0.5777 -5.0790  0.087
C7 2.7139 -0.7256 3.6876  -0.036
O7 1.4841 -1.1379 3.0731  -0.023
C8 1.0683 -0.7708 1.8129  -0.423
O8 1.6562 -0.0850 0.9336  0.074
O9 -0.2379 -1.3129 1.6476  -0.037
C9 -0.6403 -1.4507 0.3546  -0.123
H13 2.4406 0.0827 4.3659  0.091
H14 3.4613 -0.3467 2.9905  0.092
H15 3.1485 -1.4968 4.3235  0.092
H16 -1.6640 -1.8249 0.3618  0.100
H17 0.0704 -2.0744 -0.1876  0.101
H18 -0.6874 -0.5166 -0.2052  0.091
C10 5.0843 -7.8514 4.1221  -0.031
O10 5.0581 -6.4768 3.6494  -0.022
C11 5.9765 -6.0471 2.7383  -0.623
O11 6.7756 -6.7513 2.1999  0.147
O12 5.7017 -4.7789 2.6020  0.025
C12 6.2794 -4.1459 1.4897  -0.056
H19 6.0896 -8.2654 4.2009  0.090
H20 4.4494 -8.5091 3.5284  0.092
H21 4.6979 -7.8164 5.1408  0.087
H22 5.7807 -3.1870 1.3488  0.095
H23 6.2038 -4.6267 0.5144  0.099
H24 7.3583 -4.0312 1.5944  0.098
C13 -1.9572 3.1111 -8.0413  -0.053
O13 -2.5250 4.1147 -8.8917  -0.043
C14 -3.9025 4.1621 -9.2002  -0.477
O14 -4.8120 3.3548 -8.8464  0.057
O15 -4.1554 5.2330 -9.9577  -0.008
C15 -5.4606 5.3536 -10.5747  -0.031
H25 -1.8664 2.1919 -8.6201  0.089
H26 -2.5737 2.8868 -7.1708  0.094
H27 -0.9221 3.3891 -7.8432  0.092
H28 -5.4853 6.0509 -11.4121  0.093
H29 -6.1205 5.7122 -9.7848  0.094
H30 -5.9541 4.4361 -10.8953  0.093
C16 -0.3795 6.3065 -1.8811  -0.059
O16 -1.6907 6.6881 -1.5063  -0.020
C17 -1.8871 7.8464 -0.7853  -0.552
O17 -1.1024 8.6414 -0.4012  0.153
O18 -3.2376 7.9600 -0.6065  -0.026
C18 -3.8316 8.9392 0.2284  -0.050
H31 -0.4679 5.2534 -2.1480  0.093
H32 0.3543 6.4565 -1.0892  0.096
H33 -0.0319 6.8017 -2.7878  0.093
H34 -4.4324 8.4553 0.9984  0.089
H35 -4.4349 9.6860 -0.2877  0.095
H36 -3.0151 9.3787 0.8013  0.088
C19 -13.2845 -4.0006 4.4465  -0.026
O19 -11.8935 -4.2751 4.5939  0.013
C20 -11.0008 -3.6060 3.9364  -0.607
O20 -11.2599 -2.9071 2.9557  0.094
O21 -9.7904 -3.7553 4.4936  -0.007
C21 -8.5869 -3.0812 4.1348  -0.035
H37 -13.9247 -4.5489 5.1376  0.097
H38 -13.6021 -4.1505 3.4147  0.095
H39 -13.4218 -2.9275 4.5797  0.097
H40 -7.6678 -3.5648 4.4657  0.091
H41 -8.5760 -2.0828 4.5720  0.094
H42 -8.5537 -2.9855 3.0496  0.093
C22 14.8682 0.5076 8.8111  -0.042
O22 13.4562 0.5939 8.6058  0.013
C23 12.8152 -0.4409 8.0840  -0.610
O23 13.0853 -1.6116 8.2118  0.127
O24 11.6906 0.0692 7.5856  0.009
C24 10.8024 -0.7863 6.8910  -0.048
H43 15.4235 0.7591 7.9075  0.094
H44 15.2615 -0.4506 9.1507  0.091
H45 15.2204 1.1946 9.5806  0.091
H46 11.3295 -1.7120 6.6601  0.094
H47 10.2487 -0.3151 6.0790  0.092
H48 9.9348 -1.0682 7.4876  0.089

As for the multiplicity: 1. Its net charge is 0. Its structure (SMILES) is COC(=O)OC.COC(=O)OC.COC(=O)OC.COC(=O)OC.COC(=O)OC.COC(=O)OC.COC(=O)OC.COC(=O)OC. As for the highest occupied orbital energy: -10.493 eV. As for the HOMO-LUMO gap: 10.77 eV. The lowest unoccupied orbital energy is 0.3 eV.

Which structure above is the least stable? It is entry 2.